22
Properties=species:S:1:pos:R:3:forces:R:3 method="wB97M-V/def2-TZVPD" largest_force_ha_per_bohr=0.07523 total_energy_ha=-1318.49087 de_lowest_kcal_mol=76.3 homo_ev="-8.22 / -7.27" homo_lumo_gap_ha="0.28223 / 0.25440"
C 2.736 0.644 -1.554 -2.2 2.5 1.9
C -0.691 2.344 0.973 0.9 0.8 -1.3
C 2.828 -0.378 -0.719 -0.7 -1.7 -1.1
C -0.867 1.954 -0.261 -0.9 -2.5 0.7
Si -3.748 -0.616 -0.083 2.1 -0.3 0.6
Si 2.069 -0.593 0.957 1.6 1.4 1.1
Si 0.432 -2.119 0.685 -2.5 -0.9 0.6
Si -1.409 -1.067 -0.393 0.8 2.1 -1.4
H 3.219 0.824 -2.471 0.4 -0.5 -1.2
H 2.029 1.530 -1.246 1.7 -1.4 -0.4
H -0.396 3.319 1.289 -0.4 1.3 -0.2
H -0.401 1.678 1.694 0.1 -1.9 1.8
H 3.137 -1.389 -1.120 0.6 1.2 0.4
H -1.130 2.468 -1.144 0.0 0.5 -0.9
H -3.763 0.083 1.188 -0.4 -0.4 0.9
H -4.594 -1.749 -0.351 -0.6 -0.4 0.1
H -3.918 0.512 -0.901 -0.4 0.9 -1.4
H 1.807 0.749 1.748 0.0 -1.4 -0.9
H 3.248 -1.258 1.644 -0.6 0.1 0.1
H 0.805 -3.427 0.032 0.1 0.6 0.0
H -0.400 -2.534 1.903 0.9 0.2 -0.2
H -0.993 -0.976 -1.869 -0.5 -0.2 0.6

=====

22
Properties=species:S:1:pos:R:3:forces:R:3 method="wB97M-V/def2-TZVPD" largest_force_ha_per_bohr=0.03746 total_energy_ha=-346.01204 de_lowest_kcal_mol=39.6 s2=0.75 homo_ev="-2.50 / -10.00" homo_lumo_gap_ha="0.12544 / 0.39220" spin_multiplicity=2
C 0.201 1.427 1.532 0.8 0.2 -0.6
C 0.296 0.506 0.325 -0.6 0.6 -0.8
C -0.031 1.323 -0.946 1.6 0.5 0.6
C -0.107 0.628 -2.334 -0.6 -0.5 1.7
N -0.573 -0.770 -2.214 -0.2 -0.5 -0.9
N -0.662 -0.612 0.492 0.0 -0.6 1.4
H -0.835 1.721 1.602 -0.3 0.3 0.4
H 0.821 2.305 1.308 -0.2 0.0 0.1
H 0.577 1.009 2.458 -0.2 -0.3 0.1
H 1.292 0.106 0.169 0.0 -0.4 0.4
H 0.886 1.929 -1.009 -0.1 0.3 -0.1
H -0.771 2.078 -0.678 -0.6 -0.4 -0.5
H -0.877 1.191 -2.863 0.6 0.0 -0.7
H 0.911 0.609 -2.719 -0.3 0.5 -0.6
H -1.229 -0.981 -2.963 -0.2 0.1 0.2
H -1.667 -0.384 0.689 0.1 0.6 0.5
H 0.171 -1.446 -2.383 0.1 0.3 0.2
H -0.340 -1.303 1.192 0.0 0.1 0.3
H -0.791 -1.111 -0.360 0.2 -0.7 -1.7
H 1.699 -2.649 2.946 0.0 -0.1 0.0
H 0.236 -3.144 3.045 -0.1 -0.2 0.1
O 0.790 -2.432 2.712 0.0 0.5 -0.2

=====

22
Properties=species:S:1:pos:R:3:forces:R:3 method="wB97M-V/def2-TZVPD" largest_force_ha_per_bohr=0.02626 total_energy_ha=-345.91192 total_charge=+1 de_lowest_kcal_mol=21.2 homo_ev=-12.52 homo_lumo_gap_ha=0.34699
N -1.118 -1.241 0.495 0.7 0.7 0.0
C -0.637 0.204 0.335 0.2 -0.2 0.9
C -1.373 1.104 1.301 0.6 -0.2 0.5
C 0.875 0.120 0.558 0.5 -0.1 -1.2
N 1.488 1.393 0.339 -0.6 1.2 -0.2
C 1.367 1.889 -1.031 1.1 0.2 -0.1
H -0.870 -1.762 -0.358 -0.3 -0.5 -0.1
H -2.097 -1.249 0.716 -0.8 -0.2 -0.3
H -0.660 -1.715 1.276 0.2 0.2 0.0
H -0.860 0.487 -0.688 0.0 -0.2 -0.2
H -0.964 0.952 2.305 -0.3 -0.2 0.1
H -1.147 2.148 1.103 -0.2 0.0 -0.3
H -2.444 0.907 1.290 -0.1 0.3 0.0
H 1.239 -0.618 -0.194 0.0 -0.1 0.3
H 1.138 -0.253 1.547 -0.2 0.0 0.2
H 2.458 1.456 0.594 0.1 -0.4 0.4
H 1.959 2.794 -1.193 0.0 0.0 0.5
H 0.370 2.203 -1.316 -0.3 -0.4 0.0
H 1.837 1.170 -1.713 -0.6 -0.1 -0.4
H 0.350 -2.942 -2.204 -0.1 0.1 0.3
H -0.652 -3.942 -1.698 -0.4 -0.6 0.0
O -0.259 -3.106 -1.464 0.6 0.6 -0.4

=====

22
Properties=species:S:1:pos:R:3:forces:R:3 method="wB97M-V/def2-TZVPD" largest_force_ha_per_bohr=0.06687 total_energy_ha=-345.42975 total_charge=+2 de_lowest_kcal_mol=29.6 s2=0.75 homo_ev="-19.05 / -19.05" homo_lumo_gap_ha="0.43918 / 0.21623" spin_multiplicity=2
C -2.244 -0.700 0.277 1.5 3.1 0.2
C -1.082 -0.277 1.228 0.7 -1.5 -0.6
C -0.265 0.951 0.814 0.5 0.3 -0.7
C 1.226 1.737 -1.251 -0.3 -0.7 -0.5
N 0.648 0.657 -0.376 0.2 -0.9 1.1
N -1.792 -1.257 -0.957 -2.1 -2.6 0.8
H -2.701 0.279 0.095 -0.9 -0.4 -0.5
H -3.031 -1.369 0.691 0.2 -0.2 0.1
H -1.423 -0.167 2.249 -0.3 0.1 0.1
H -0.368 -1.110 1.242 0.0 0.0 0.4
H 0.469 1.145 1.584 -0.3 0.3 0.6
H -0.805 1.861 0.577 -0.3 0.0 0.1
H 0.665 1.737 -2.176 -0.5 0.4 0.0
H 2.200 1.390 -1.564 0.5 0.3 0.4
H 1.204 2.696 -0.763 0.2 0.2 0.2
H 1.393 0.063 0.032 0.6 0.2 -0.1
H 0.212 -0.036 -0.945 -0.6 -0.3 -1.0
H -1.330 -2.178 -0.862 0.9 0.6 -0.1
H -2.529 -1.417 -1.665 0.3 0.9 -0.4
H 3.040 -2.091 0.444 -0.1 0.0 -0.1
H 3.647 -0.773 0.882 -0.1 0.1 -0.1
O 2.866 -1.140 0.444 -0.1 0.1 0.1

=====

23
Properties=species:S:1:pos:R:3:forces:R:3 method="wB97M-V/def2-TZVPD" largest_force_ha_per_bohr=0.10766 total_energy_ha=-421.06956 total_charge=+1 de_lowest_kcal_mol=77.7 homo_ev=-13.74 homo_lumo_gap_ha=0.39352
C 0.747 -0.944 -1.229 2.0 0.1 1.3
C -0.410 0.034 -0.909 0.1 2.4 -3.6
C -0.490 0.618 0.443 -0.4 -0.4 1.0
C -0.672 1.873 0.896 -0.1 -0.3 -2.1
N -0.498 -0.571 1.466 -1.2 3.0 -2.3
N 2.145 -0.758 -0.453 -5.0 1.7 1.8
H 0.380 -1.948 -0.932 0.5 0.3 -1.1
H 1.071 -0.697 -2.249 -0.9 -1.2 0.0
H -1.362 -0.533 -1.321 1.5 1.4 1.2
H -0.228 1.021 -1.615 -0.7 -2.5 1.6
H -0.818 2.791 0.227 0.5 -1.9 0.7
H -0.805 2.087 1.923 0.1 0.0 1.1
H 0.065 -1.388 1.238 0.8 -0.3 0.4
H -1.456 -0.819 1.483 -1.3 -0.8 0.1
H -0.319 -0.148 2.330 0.9 0.1 1.9
H 1.949 0.211 -0.042 1.3 -1.6 -0.6
H 2.822 -0.665 -1.144 1.5 0.4 -1.3
H 1.415 -3.062 2.493 0.0 -0.9 0.8
H 1.918 -2.397 1.216 -0.9 0.5 0.8
O 1.215 -2.335 1.926 1.5 0.0 -1.7
H -2.656 3.325 -1.831 2.1 -3.3 -0.3
H -2.078 1.740 -2.172 -1.2 -0.5 -1.0
O -1.934 2.562 -1.743 -1.2 4.0 1.0

=====

23
Properties=species:S:1:pos:R:3:forces:R:3 method="wB97M-V/def2-TZVPD" largest_force_ha_per_bohr=0.05581 total_energy_ha=-420.34426 total_charge=+2 de_lowest_kcal_mol=246.0 s2=1.77 homo_ev="-17.28 / -17.63" homo_lumo_gap_ha="0.20684 / 0.14569" spin_multiplicity=2
N -1.222 -0.930 2.118 2.3 1.3 1.0
C -0.518 -0.892 0.893 0.4 -2.1 -0.7
C -1.210 -0.019 -0.228 -1.0 1.3 -0.8
O -0.106 2.795 -0.312 -0.2 -0.6 0.1
C 0.528 0.059 0.697 0.5 -0.7 0.3
N 0.517 -1.831 -1.810 -0.2 0.2 -0.2
C 1.876 -1.682 -2.138 1.7 0.7 0.3
H -1.248 -0.016 2.586 -1.2 0.3 -0.3
H 0.218 3.674 -0.560 -0.2 0.1 0.3
H -0.949 -1.602 2.852 -0.6 -0.8 -0.6
H -0.248 -1.871 0.483 -0.3 0.0 -0.2
H -1.626 0.829 0.245 -0.6 0.9 0.3
H -2.021 -0.574 -0.728 0.1 -0.8 0.6
H -0.751 0.308 -1.169 0.9 0.0 0.4
H 0.811 0.769 1.468 -0.5 0.6 -0.5
H 1.211 -0.107 -0.132 -0.1 -0.2 0.0
H -0.027 -1.982 -2.663 0.0 -0.2 0.0
H 2.518 -1.658 -1.250 -0.1 -0.3 0.1
H 2.132 -0.706 -2.603 -0.7 0.1 -0.1
H 2.365 -2.344 -2.856 -0.5 -0.5 -0.1
H -1.084 2.848 2.562 -0.1 0.4 -0.1
H -0.358 2.695 0.690 0.9 0.8 -1.2
O -0.808 2.237 1.856 -0.4 -0.5 1.2

=====

23
Properties=species:S:1:pos:R:3:forces:R:3 method="wB97M-V/def2-TZVPD" largest_force_ha_per_bohr=0.04261 total_energy_ha=-400.87754 de_lowest_kcal_mol=25.5 smiles=C[C@@H](N)CNCN.O homo_ev=-9.05 homo_lumo_gap_ha=0.35939
C -1.377 -0.294 -1.813 1.0 0.6 1.3
C -1.717 -0.571 -0.311 -0.8 0.1 -1.5
N -2.299 -1.911 -0.139 0.3 0.1 0.2
C -0.564 -0.358 0.640 -0.4 0.1 0.8
N -0.226 1.050 0.808 0.0 -0.5 -0.2
C 0.912 1.296 1.682 0.7 1.8 -1.1
N 2.189 0.683 1.380 -0.2 -0.4 0.8
H -2.133 0.323 -2.292 -0.3 -0.6 -0.3
H -0.479 0.335 -1.885 0.1 -0.2 0.0
H -1.135 -1.249 -2.270 -0.2 0.1 -0.5
H -2.529 0.126 -0.087 0.3 0.1 0.5
H -1.733 -2.588 -0.636 0.1 -0.1 0.1
H -3.210 -1.951 -0.575 -0.1 0.1 0.0
H -0.941 -0.709 1.606 0.3 -0.1 0.0
H 0.310 -0.974 0.383 -0.1 -0.2 -0.2
H -0.053 1.481 -0.093 0.0 0.0 0.0
H 0.634 1.226 2.729 0.0 -0.6 0.1
H 1.142 2.360 1.523 -0.4 0.0 0.3
H 2.270 -0.293 1.597 0.1 -0.2 -0.1
H 2.627 0.949 0.515 0.1 0.1 0.1
O 2.403 0.244 -1.687 0.0 -1.2 1.2
H 1.828 0.250 -0.903 -0.5 0.7 -0.4
H 2.801 -0.609 -1.423 0.4 0.3 -1.0

=====

23
Properties=species:S:1:pos:R:3:forces:R:3 method="wB97M-V/def2-TZVPD" largest_force_ha_per_bohr=0.13082 total_energy_ha=-400.79129 de_lowest_kcal_mol=79.6 smiles=NCCNCCN.O homo_ev=-8.33 homo_lumo_gap_ha=0.34029
N 2.360 0.696 -0.034 3.3 -3.5 -1.6
C 1.952 0.135 -1.405 1.3 -1.6 2.1
C 0.547 -0.237 -0.993 -3.2 -2.3 -2.4
N -0.203 1.023 -0.863 -1.6 -3.1 -0.8
C -1.689 0.909 -0.585 1.3 0.9 -0.5
C -2.117 0.716 0.867 1.7 1.3 -0.6
N -2.413 -0.617 1.174 -0.8 -4.3 -0.4
H 3.386 0.778 -0.051 -0.5 0.0 0.3
H 2.049 1.579 0.108 -1.1 3.3 0.3
H 2.522 -0.862 -1.531 -0.6 1.7 0.1
H 2.246 0.825 -2.226 -1.1 -0.5 0.3
H -0.140 -0.975 -1.719 1.9 2.1 0.9
H 0.619 -1.008 -0.145 0.0 1.7 -0.5
H 0.379 1.674 -0.403 -0.6 1.0 0.9
H -2.081 1.873 -1.031 -0.2 -1.3 0.5
H -2.133 -0.045 -1.010 0.9 1.5 -0.8
H -1.265 0.979 1.479 0.1 0.6 0.3
H -2.886 1.452 1.027 -0.9 0.0 0.6
H -1.758 -1.120 1.821 -1.0 0.9 -1.2
H -2.635 -1.269 0.319 0.7 1.8 2.4
O 1.052 -2.466 1.879 -3.6 -3.4 4.5
H 0.552 -1.709 2.049 -0.8 1.9 0.1
H 1.659 -2.332 1.272 4.5 1.5 -4.6

=====

23
Properties=species:S:1:pos:R:3:forces:R:3 method="wB97M-V/def2-TZVPD" largest_force_ha_per_bohr=0.08432 total_energy_ha=-400.24138 total_charge=+2 de_lowest_kcal_mol=70.3 homo_ev=-16.53 homo_lumo_gap_ha=0.36191
C -1.170 -1.956 -0.379 -3.9 0.8 -0.2
C -0.789 -1.442 0.990 1.6 -0.7 0.3
C -0.220 -0.091 0.669 1.0 0.4 1.7
C -1.061 0.952 0.562 -0.5 0.5 -0.7
N -0.647 2.313 -0.043 -3.3 -2.0 1.9
N 1.113 -0.122 0.413 4.1 -0.7 0.5
N -0.092 -2.717 -1.141 0.0 -2.0 0.2
H -2.064 -2.474 0.009 0.4 -1.5 -1.7
H -1.662 -1.163 -1.050 1.3 -1.2 0.8
H -0.154 -2.318 1.321 0.7 1.6 0.1
H -1.450 -1.475 1.885 -0.7 0.3 -1.4
H -2.160 0.808 0.648 1.1 0.4 0.1
H -1.495 2.925 0.066 1.3 -0.3 -0.5
H 0.161 2.693 0.348 1.7 1.2 1.8
H -0.318 2.209 -0.957 -0.2 -0.1 -2.4
H 1.772 0.700 0.475 -1.6 -0.6 -0.4
H 1.741 -0.938 0.766 -2.2 1.8 -0.5
H -0.169 -3.802 -0.933 0.0 2.5 -0.9
H 0.874 -2.475 -0.797 -1.1 0.1 -0.6
H -0.147 -2.536 -2.197 0.1 -0.5 1.8
H 2.618 3.440 -0.401 0.4 0.6 0.3
H 2.357 2.271 -1.315 0.0 0.2 0.4
O 2.115 2.630 -0.440 -0.3 -0.7 -0.8

=====

23
Properties=species:S:1:pos:R:3:forces:R:3 method="wB97M-V/def2-TZVPD" largest_force_ha_per_bohr=0.02436 total_energy_ha=-400.34699 total_charge=+2 de_lowest_kcal_mol=4.1 homo_ev=-18.56 homo_lumo_gap_ha=0.45181
C -0.647 0.434 1.329 -0.1 -1.1 0.3
C 0.210 -0.806 1.095 0.2 -0.6 0.0
C 0.647 -1.091 -0.347 0.0 -0.1 0.4
N 2.487 -1.490 -2.623 -0.4 -0.1 0.6
C 2.616 -0.538 -1.739 0.4 0.6 -0.2
N 1.801 -0.283 -0.746 -0.1 0.1 0.2
N -2.139 0.225 1.220 -0.1 -0.3 -1.2
H -0.484 0.776 2.341 0.0 0.3 0.1
H -0.415 1.194 0.607 0.1 0.6 -0.1
H 1.083 -0.731 1.740 0.2 0.2 -0.1
H -0.228 -1.742 1.465 -0.4 0.3 0.0
H -0.192 -0.930 -1.013 -0.1 0.1 -0.4
H 0.934 -2.137 -0.413 0.0 -0.2 0.0
H 3.228 -1.662 -3.285 -0.1 0.0 -0.2
H 1.716 -2.143 -2.551 0.2 -0.1 -0.3
H 3.454 0.150 -1.848 0.0 -0.3 0.0
H 2.084 0.463 -0.125 0.0 0.0 -0.1
H -2.458 0.188 0.245 0.2 0.3 0.0
H -2.573 1.073 1.575 -0.5 0.3 0.2
H -2.547 -0.629 1.599 0.3 0.0 0.8
H -3.370 3.449 1.023 0.1 -0.5 0.1
H -2.454 3.401 -0.142 0.1 -0.6 0.2
O -2.752 2.830 0.592 -0.2 1.0 -0.3

=====

23
Properties=species:S:1:pos:R:3:forces:R:3 method="wB97M-V/def2-TZVPD" largest_force_ha_per_bohr=0.05962 total_energy_ha=-400.32696 total_charge=+2 de_lowest_kcal_mol=16.6 homo_ev=-17.78 homo_lumo_gap_ha=0.42210
C 0.289 2.426 1.001 -1.0 -0.7 -0.4
C 0.160 0.890 0.961 1.1 -0.8 1.7
C 0.586 0.432 -0.419 0.0 -1.4 -0.2
N 0.781 -2.847 -1.954 0.6 0.4 -0.1
C 1.200 -1.743 -1.345 1.0 -2.9 -0.4
N 0.343 -1.041 -0.618 0.8 1.3 -0.8
N -0.406 2.894 2.262 2.0 0.3 1.1
H -0.205 2.871 0.105 0.0 -0.2 0.9
H 1.304 2.803 0.977 0.2 0.0 0.4
H 0.763 0.280 1.757 -0.4 1.6 -1.3
H -0.836 0.611 1.334 -0.3 0.0 -1.1
H 0.036 0.954 -1.216 0.3 0.0 0.2
H 1.688 0.576 -0.544 -0.9 0.1 0.0
H 1.473 -3.531 -2.218 0.1 0.1 -0.3
H -0.173 -3.062 -2.228 -0.2 0.2 0.6
H 2.367 -1.738 -1.433 -2.3 1.3 0.8
H -0.621 -1.414 -0.686 0.3 0.4 0.1
H -1.361 2.584 2.407 -0.5 0.2 -0.4
H -0.277 3.900 2.407 -0.7 0.1 -0.3
H 0.109 2.524 3.086 -0.2 -0.1 -0.5
H -2.888 -2.413 -1.678 0.5 0.1 -0.3
H -2.315 -3.265 -0.621 0.4 -0.3 0.1
O -2.018 -2.690 -1.338 -0.9 0.2 0.3

=====

23
Properties=species:S:1:pos:R:3:forces:R:3 method="wB97M-V/def2-TZVPD" largest_force_ha_per_bohr=0.11757 total_energy_ha=-723.56712 de_lowest_kcal_mol=167.8 homo_ev=-7.91 homo_lumo_gap_ha=0.15326
C -0.266 -1.576 -0.320 -0.5 -0.1 -1.4
C 1.245 -1.583 -0.681 -0.7 -2.7 2.2
S 1.981 -0.043 -0.833 0.6 1.7 0.2
N -1.055 -1.408 -1.586 0.4 0.3 0.7
H -0.581 -0.798 0.416 0.6 -0.5 -0.6
H -0.470 -2.552 0.154 -0.2 0.4 -0.4
H 1.402 -2.268 -1.540 -0.2 0.7 0.0
H 1.647 -2.199 0.159 0.5 0.7 -0.3
H -0.810 -2.172 -2.213 -0.1 0.0 0.2
H -0.660 -0.580 -2.051 -0.4 -0.3 0.2
N -1.594 1.607 1.750 4.1 4.3 -1.3
C -0.518 2.158 0.874 -0.3 -0.2 0.3
C -0.966 1.888 -0.598 0.0 -0.5 -2.0
N -0.098 2.161 -1.773 -0.2 0.0 1.9
H -1.667 2.474 2.371 -0.5 -1.6 -0.2
H 1.870 -3.907 4.886 1.3 -0.3 -1.8
H 2.334 -4.008 4.220 -1.3 0.3 1.8
H -0.098 3.259 0.754 -1.1 -1.7 1.8
H 0.490 1.496 0.940 -0.9 -0.2 -0.5
H -1.194 0.831 -0.578 -0.4 0.0 -0.4
H -1.878 2.486 -0.702 0.2 -0.3 -0.2
H 0.763 1.589 -1.742 -0.6 0.3 -0.1
H 0.126 3.148 -1.906 -0.1 -0.3 0.2